ORCA calculation (wB97M-V/def2-TZVPD) on a structure of composition C21H18Br2N2O3PdS.

Calculated values
* LUMO energy (alpha / beta): 0.0003 / -0.0153 Eh
* multiplicity: 3
* F_max: 0.58 eV Å⁻¹
* E_HOMO (alpha / beta): -5.23 / -8.38 eV
* HOMO-LUMO gap (alpha / beta): 5.24 / 7.97 eV

```
48
C21H18Br2N2O3PdS wB97M-V/def2-TZVPD
Pd -0.39973 0.12661 0.16746
Br -6.13731 3.63382 -0.37409
C -4.54378 2.68342 -0.00866
C -3.38382 3.40729 0.33487
C -2.24184 2.66981 0.52667
N -2.17127 1.34121 0.42270
C -3.31359 0.62815 0.15101
C -4.52958 1.32803 -0.09232
C -3.20206 -0.78366 0.11931
C -4.32981 -1.64739 0.02988
C -4.14692 -2.99188 0.02522
Br -5.63618 -4.15073 -0.08392
C -2.85454 -3.54799 0.12343
C -1.81505 -2.65994 0.21945
N -1.93809 -1.33145 0.21240
H -3.38975 4.48080 0.43873
H -1.31681 3.16662 0.79470
H -5.42636 0.79340 -0.36462
H -5.32700 -1.23721 -0.00767
H -2.69011 -4.61368 0.13177
H -0.80451 -3.04653 0.31235
O 4.63481 0.06092 0.69237
C 3.79066 -0.76916 0.53208
O 2.45763 -0.44550 0.65674
C 3.92086 -2.19264 0.18742
C 5.10940 -2.88924 0.00401
C 5.04478 -4.23526 -0.29654
C 3.80493 -4.87353 -0.41124
C 2.61858 -4.18631 -0.22872
C 2.70108 -2.83233 0.07434
S 1.38647 -1.72138 0.40333
H 6.05280 -2.36763 0.09909
H 5.95379 -4.80236 -0.44148
H 3.77170 -5.92952 -0.64539
H 1.66299 -4.68587 -0.31752
C 1.43643 4.06458 0.53716
C 1.46167 4.11241 -0.99125
C 0.69809 2.85317 -1.37851
O 0.90949 1.92471 -0.30082
C 1.56572 2.57582 0.80988
H 0.49115 4.45642 0.91608
H 2.24623 4.63054 0.99454
H 2.49059 4.05776 -1.34982
H 0.99949 5.00902 -1.40042
H 1.06775 2.39844 -2.29708
H -0.37416 3.03306 -1.48247
H 2.61081 2.25867 0.82578
H 1.08437 2.24650 1.72980
```